Entry 1:
Below is a cluster of 2 separate species, C4H12N2O2 in total, with properties calculated with ωB97M-V/def2-TZVPD.

```
20
Properties=species:S:1:pos:R:3:mulliken_charge:R:1
O 0.52 2.21 0.05 -0.47
C 0.63 1.52 1.01 -0.03
C -0.37 0.38 1.43 0.16
C 0.44 -0.56 2.33 -1.41
N -0.74 -0.41 0.26 -0.24
C -1.75 -0.05 -0.68 -0.72
N -1.60 1.04 -1.70 -0.71
H 1.45 1.75 1.75 0.31
H -1.26 0.74 1.95 0.42
H 1.32 -0.94 1.77 0.34
H 0.88 -0.09 3.21 0.36
H 0.04 -1.55 2.52 0.40
H 0.13 -0.71 -0.18 0.22
H -2.61 0.39 -0.12 0.33
H -2.22 -0.91 -1.15 0.43
H -0.96 0.67 -2.41 0.25
H -0.94 1.72 -1.33 0.36
H 2.37 -1.21 -3.50 0.31
H 2.52 -2.44 -2.59 0.31
O 2.14 -1.56 -2.64 -0.62
```

Properties
HOMO energy	-8.51	eV
gap between HOMO and LUMO	9.1	eV
structure (SMILES)	C[C@@H](C=O)NCN.O
LUMO energy	0.6	eV


Entry 2:
Below is a structure of composition C27H28N2RuSi, with properties calculated with ωB97M-V/def2-TZVPD.

```
59
Properties=species:S:1:pos:R:3:mulliken_charge:R:1
C 1.25 -0.78 -0.65 -0.73
C 1.86 0.30 -1.36 -1.26
C 2.18 1.34 -0.34 -1.09
H 2.20 0.39 -2.41 0.66
C 1.85 0.79 0.95 -0.39
C 1.31 -0.51 0.73 -0.56
H 1.06 -1.25 1.52 0.58
H 0.78 -1.67 -1.13 0.69
H 2.88 2.16 -0.52 1.62
H 1.95 1.30 1.92 0.50
Ru 0.26 1.44 -1.04 0.13
C -2.30 3.16 1.04 -0.76
H -1.21 3.08 1.22 0.07
H -2.76 2.20 1.24 0.20
H -2.27 3.13 -0.07 0.10
Si 0.91 3.34 -1.75 0.56
C -0.23 4.55 -2.70 0.53
C 0.42 4.50 -3.95 -0.30
H 1.19 3.74 -4.17 0.26
C 0.16 5.44 -4.96 -0.79
H 0.69 5.35 -5.90 0.40
C -0.86 6.36 -4.78 -0.39
H -1.14 7.01 -5.62 0.37
C -1.55 6.42 -3.58 -0.53
H -2.39 7.09 -3.48 0.38
C -1.26 5.51 -2.54 -0.38
H -1.83 5.59 -1.63 0.45
C 2.23 4.43 -0.86 0.68
C 2.54 5.67 -1.49 -0.66
H 2.46 5.81 -2.58 0.39
C 2.90 6.76 -0.70 -0.49
H 3.04 7.74 -1.15 0.40
C 3.14 6.60 0.67 -0.45
H 3.25 7.46 1.33 0.39
C 3.23 5.31 1.20 -0.70
H 3.59 5.12 2.21 0.38
C 2.85 4.22 0.42 -0.30
H 3.06 3.25 0.88 0.22
H 0.57 1.98 -2.71 0.11
H -2.80 4.01 1.48 0.37
N -1.40 -0.13 -1.56 -0.18
C -2.22 -1.05 -0.69 0.19
C -3.15 -1.94 -1.21 -0.56
C -3.90 -2.74 -0.32 -0.66
C -3.65 -2.73 1.05 -0.88
C -2.69 -1.80 1.61 0.69
C -2.37 -1.72 2.98 -0.64
C -1.42 -0.82 3.39 -0.90
C -0.85 0.04 2.45 -0.48
N -1.19 0.04 1.17 0.50
C -2.01 -0.93 0.70 -0.03
H -0.90 -0.76 -2.24 0.42
H -2.03 0.44 -2.14 0.37
H -3.29 -1.97 -2.30 0.46
H -4.66 -3.41 -0.72 0.39
H -4.18 -3.43 1.74 0.37
H -2.88 -2.39 3.70 0.40
H -1.08 -0.72 4.43 0.40
H -0.05 0.72 2.75 0.48
```

Properties
HOMO energy (alpha / beta)	-8.75 / -11.57	eV
gap between HOMO and LUMO (alpha / beta)	5.6 / 6.7	eV
LUMO energy (alpha / beta)	-3.1 / -4.9	eV
<S²>	8.79
multiplicity	6
charge	+1